The following is a DFT calculation (ωB97M-V/def2-TZVPD) of a single C18H17ClN4O4S2 molecule.

Calculated values
SMILES: COCCn1c(SCC(=O)Nc2sccc2C(N)=O)nc2cc(Cl)ccc2c1=O
ΔE to the lowest compared entry with this formula, charge and spin: 0.0 kcal/mol
DFT total energy: -67287.271 eV
LUMO: 0.44 eV
charge: 0

XYZ file:
```
46
C18H17ClN4O4S2 | the OMol25 dataset | ωB97M-V/def2-TZVPD
C 0.347 -5.304 -2.133
H -0.226 -6.239 -2.164
O -0.308 -4.333 -1.359
C -0.496 -4.718 -0.018
C -1.272 -3.610 0.690
N -0.543 -2.362 0.620
C -0.656 -1.535 -0.450
N 0.036 -0.464 -0.630
C 0.880 -0.054 0.355
C 1.592 1.139 0.185
C 2.351 1.613 1.229
C 2.462 0.920 2.436
C 1.804 -0.278 2.584
C 1.006 -0.778 1.553
C 0.308 -2.050 1.691
O 0.412 -2.810 2.630
H 1.882 -0.850 3.496
H 3.065 1.325 3.233
Cl 3.181 3.112 1.047
H 1.522 1.665 -0.752
S -1.893 -1.851 -1.647
C -2.093 -0.130 -2.227
C -2.102 0.783 -1.017
O -2.690 0.522 0.013
N -1.401 1.934 -1.162
C -1.142 2.737 -0.084
C -0.276 3.814 -0.096
C -0.177 4.402 1.195
C -0.943 3.771 2.114
S -1.822 2.429 1.464
H -1.047 4.012 3.153
H 0.435 5.255 1.430
C 0.453 4.166 -1.318
O 0.305 3.548 -2.371
N 1.308 5.205 -1.237
H 1.521 5.651 -0.364
H 1.867 5.425 -2.045
H -0.853 2.202 -1.991
H -1.291 0.120 -2.917
H -3.058 -0.110 -2.734
H -1.389 -3.863 1.746
H -2.245 -3.475 0.213
H 0.476 -4.869 0.477
H -1.066 -5.658 0.041
H 1.348 -5.517 -1.740
H 0.428 -4.894 -3.137
```